Entry from OMol25: one molecule with the formula C2H8O2Si (the ωB97M-V functional and the def2-TZVPD basis).

E (Eh): -520.83278
E_LUMO (eV): 0.946
SMILES: CCOO[SiH3]
Energy above the lowest of the compared OMol25 structures with the same formula, charge and spin (kcal per mole): 158.8

Structure (ORCA input):
```
! wB97M-V def2-TZVPD RIJCOSX def2/J DEFGRID3
* xyz 0 1
C 0.661 1.975 -0.460
C -0.544 1.207 0.232
O -0.901 0.111 -0.482
O 0.143 -0.953 -0.473
Si -0.452 -2.491 -0.609
H 1.647 1.384 -0.478
H 0.408 2.415 -1.449
H 0.783 2.760 0.338
H -1.515 1.782 0.407
H -0.308 1.068 1.194
H 0.913 -3.175 -0.828
H -1.011 -2.929 0.685
H -1.232 -2.322 -1.698
*
```

Entry from OMol25: one molecule with the formula C3H5N3O (the ωB97M-V functional and the def2-TZVPD basis).

E (Eh): -356.75538
E_LUMO (eV): 0.586
Energy above the lowest of the compared OMol25 structures with the same formula, charge and spin (kcal per mole): 64.0

Structure (ORCA input):
```
! wB97M-V def2-TZVPD RIJCOSX def2/J DEFGRID3
* xyz 0 1
C 1.673 -0.333 0.106
C 0.744 0.853 0.205
C -1.011 -0.764 -0.140
N 2.717 -0.380 -0.580
N -0.578 0.528 0.092
N -2.332 -0.790 -0.159
O 1.191 1.980 0.350
H 1.470 -1.089 0.836
H 3.016 0.552 -0.874
H -1.190 1.244 0.172
H -2.749 -1.744 -0.075
H -2.951 -0.057 0.066
*
```

Entry from OMol25: one molecule with the formula C4H7NO (the ωB97M-V functional and the def2-TZVPD basis).

E (Eh): -286.59573
E_LUMO (eV): 0.940
SMILES: O=C1CCCN1
Energy above the lowest of the compared OMol25 structures with the same formula, charge and spin (kcal per mole): 22.5

Structure (ORCA input):
```
! wB97M-V def2-TZVPD RIJCOSX def2/J DEFGRID3
* xyz 0 1
O 2.288 0.999 -0.460
C 1.200 0.470 -0.249
C 0.721 -0.960 -0.223
C -0.695 -0.837 0.375
C -1.125 0.645 0.113
N 0.187 1.311 -0.025
H 0.716 -1.335 -1.252
H 1.402 -1.582 0.360
H -1.400 -1.565 -0.046
H -0.656 -1.024 1.454
H -1.736 0.713 -0.798
H -1.728 1.028 0.943
H 0.826 2.137 -0.191
*
```

Entry from OMol25: one molecule with the formula C6H10 (the ωB97M-V functional and the def2-TZVPD basis).

E (Eh): -234.43740
E_LUMO (spin up / spin down) (eV): -0.394 / -0.408
Energy above the lowest of the compared OMol25 structures with the same formula, charge and spin (kcal per mole): 103.6

Structure (ORCA input):
```
! wB97M-V def2-TZVPD RIJCOSX def2/J DEFGRID3
* xyz 0 1
C -0.651 -0.528 -0.141
C -1.769 -0.263 0.576
C 0.652 -0.877 0.323
C -3.096 0.377 0.150
C 2.683 0.413 0.228
C 1.877 -0.608 -0.563
H -0.803 -0.588 -1.243
H -1.671 -0.229 1.648
H -3.234 0.066 -0.873
H -2.926 1.497 0.081
H -4.008 0.201 0.778
H 2.208 1.377 0.586
H 3.546 0.684 -0.301
H 3.007 0.020 1.101
H 2.593 -1.406 -0.738
H 1.593 -0.136 -1.612
*
```

Q: Which of these has the highest E?
A: C6H10

Q: Look up the energy above the lowest of the compared OMol25 structures with the same formula, charge and spin of the first one.
A: 158.8 kcal per mole